Computed, not measured: a structure of composition C21H33CdCl2N4O3, with ωB97M-V/def2-TZVPD.

The geometry in XYZ format:
```
64
Properties=species:S:1:pos:R:3:lowdin_charge:R:1
O 0.133 1.965 -1.642 -0.290
C -0.058 1.827 -2.852 -0.363
C 0.722 2.578 -3.828 -0.210
C 1.501 3.729 -3.513 -0.064
H 1.408 4.184 -2.526 0.090
C 2.376 4.260 -4.457 -0.135
H 2.971 5.150 -4.226 0.087
C 2.529 3.658 -5.714 -0.160
H 3.207 4.078 -6.452 0.073
C 1.771 2.528 -6.039 -0.131
H 1.880 2.038 -7.009 0.086
C 0.900 1.988 -5.095 -0.073
H 0.329 1.083 -5.315 0.104
H -0.680 0.718 -3.495 0.087
C -2.755 1.824 -3.406 -0.097
C -1.798 0.727 -3.081 -0.261
H -3.794 1.457 -3.483 0.067
H -2.502 2.312 -4.356 0.071
H -2.754 2.592 -2.611 0.086
C -2.059 -0.301 -2.269 -0.205
C -3.307 -0.571 -1.473 -0.119
H -1.269 -1.051 -2.101 0.048
H -4.246 -0.355 -2.014 0.057
H -3.314 0.012 -0.532 0.062
H -3.320 -1.632 -1.166 0.064
Cd 1.009 1.427 0.329 1.075
Cl -0.906 2.321 1.587 -0.251
Cl 1.287 -0.693 -1.043 -0.164
C -2.573 -0.292 2.671 -0.373
O -2.166 -1.376 2.227 -0.022
N -2.921 -0.055 3.957 -0.203
C -2.915 -1.127 4.929 -0.061
C -3.579 1.179 4.357 -0.067
H -2.659 0.605 2.034 0.035
H -2.211 -1.900 4.613 0.083
H -3.916 -1.571 5.043 0.089
H -2.622 -0.714 5.900 0.079
H -3.324 1.962 3.637 0.071
H -3.238 1.467 5.360 0.082
H -4.674 1.061 4.396 0.086
H 0.311 -5.443 2.041 0.086
H 2.138 -5.316 -0.474 0.082
C -0.140 -4.702 1.365 -0.053
C 1.326 -4.592 -0.648 -0.062
N 0.876 -4.002 0.606 -0.195
H -0.725 -3.984 1.950 0.083
C 1.523 -2.955 1.167 -0.400
O 1.357 -2.535 2.315 -0.033
H 1.694 -3.787 -1.296 0.069
H 2.230 -2.481 0.465 0.046
H -0.778 -5.237 0.654 0.079
H 0.484 -5.119 -1.113 0.082
C 1.559 0.674 3.657 -0.039
C 2.698 0.473 2.753 -0.409
N 2.829 0.875 1.481 -0.053
C 4.037 0.372 0.989 -0.143
C 4.647 -0.306 2.014 -0.097
N 3.800 -0.226 3.099 0.095
H 0.937 -0.237 3.670 0.086
H 1.946 0.888 4.665 0.084
H 0.946 1.514 3.302 0.001
H 4.342 0.531 -0.030 0.095
H 5.580 -0.839 2.020 0.100
H 3.918 -0.658 4.006 0.162
```

Results
- Energy: -64023.82554 eV
- Kohn-Sham gap (spin up / spin down): 0.14417 / 0.15694 Eh
- Relative energy (zero: lowest compared OMol25 entry of this formula, charge and spin): 128.75 kcal/mol
- Total charge: -1


Computed, not measured: a structure of composition C21H33Cl2N4O3Y, with ωB97M-V/def2-TZVPD.

The geometry in XYZ format:
```
64
Properties=species:S:1:pos:R:3:lowdin_charge:R:1
O 1.632 1.096 -0.812 -0.274
C 1.169 1.551 -1.976 -0.439
C 1.040 3.060 -2.023 -0.219
C 0.620 3.765 -0.898 -0.057
H 0.304 3.211 -0.012 0.040
C 0.592 5.159 -0.899 -0.089
H 0.281 5.676 0.017 0.101
C 0.958 5.877 -2.037 -0.110
H 0.933 6.974 -2.025 0.097
C 1.357 5.167 -3.178 -0.099
H 1.637 5.722 -4.078 0.095
C 1.410 3.771 -3.165 -0.049
H 1.721 3.212 -4.051 0.111
H 1.870 1.263 -2.800 0.118
C -0.088 -0.542 -3.301 -0.111
C -0.343 0.761 -2.569 -0.314
H -0.479 -0.483 -4.338 0.082
H -0.581 -1.398 -2.830 0.036
H 0.997 -0.705 -3.375 0.074
C -1.343 1.599 -2.913 -0.152
C -2.513 1.283 -3.817 -0.117
H -1.367 2.640 -2.534 0.118
H -2.579 1.957 -4.680 0.076
H -3.461 1.410 -3.288 0.061
H -2.490 0.268 -4.223 0.057
Y -0.795 -0.151 -0.036 1.040
Cl -1.547 1.891 1.282 -0.037
Cl -2.983 -0.809 -1.212 -0.056
C -2.894 -1.221 2.038 -0.343
O -1.710 -1.505 1.720 -0.175
N -3.791 -2.059 2.573 -0.169
C -3.424 -3.395 3.024 -0.026
C -5.210 -1.712 2.648 -0.032
H -3.266 -0.205 1.833 0.082
H -2.364 -3.559 2.802 0.091
H -4.043 -4.143 2.522 0.093
H -3.601 -3.485 4.101 0.093
H -5.362 -0.727 2.200 0.095
H -5.548 -1.693 3.692 0.092
H -5.815 -2.452 2.109 0.096
H 1.556 -5.192 -0.645 0.098
H 4.059 -4.215 -0.434 0.096
C 1.488 -4.431 -1.432 -0.016
C 3.736 -3.410 -1.111 -0.035
N 2.288 -3.260 -1.080 -0.165
H 0.443 -4.131 -1.570 0.096
C 1.718 -2.134 -0.646 -0.253
O 0.462 -1.999 -0.523 -0.170
H 4.203 -2.470 -0.802 0.097
H 2.391 -1.299 -0.411 0.135
H 1.883 -4.869 -2.353 0.093
H 4.079 -3.669 -2.122 0.096
C 2.126 1.349 5.308 -0.015
N 1.869 0.538 4.107 -0.136
C 2.492 -0.664 3.833 -0.063
C 1.939 -1.100 2.628 -0.125
N 1.013 -0.168 2.188 0.013
C 0.986 0.813 3.096 -0.155
H 1.922 0.767 6.215 0.090
H 3.176 1.665 5.341 0.092
H 1.481 2.228 5.289 0.089
H 3.224 -1.105 4.457 0.100
H 2.172 -2.010 2.097 0.086
H 0.370 1.697 3.078 0.071
```

Results
- Energy: -60508.21835 eV
- Kohn-Sham gap: 0.27300 Eh
- Relative energy (zero: lowest compared OMol25 entry of this formula, charge and spin): 0.00 kcal/mol


Computed, not measured: a structure of composition C21H33ClCrN6O4S3Te, with ωB97M-V/def2-TZVPD.

The geometry in XYZ format:
```
70
Properties=species:S:1:pos:R:3:lowdin_charge:R:1
Cr 0.277 0.249 -0.110 0.299
C 4.301 -1.287 0.380 -0.015
C 2.833 -1.058 0.192 -0.281
N 2.286 0.064 -0.297 -0.115
N 3.042 1.192 -0.478 0.006
C 2.449 2.355 -0.716 -0.797
N 3.257 3.427 -0.937 0.095
S 0.767 2.513 -0.826 0.723
C 1.898 -2.065 0.502 -0.237
C 2.251 -3.386 0.878 -0.021
C 1.280 -4.332 1.039 -0.073
C -0.070 -3.991 0.820 -0.071
C -0.359 -2.686 0.499 -0.142
N 0.565 -1.730 0.388 -0.021
H 4.903 -0.387 0.265 0.061
H 4.681 -2.018 -0.338 0.095
H 4.502 -1.665 1.383 0.092
H 4.046 1.128 -0.415 0.142
H 4.189 3.428 -0.558 0.105
H 2.792 4.319 -0.944 0.093
H 3.293 -3.642 1.014 0.105
H 1.549 -5.343 1.317 0.106
H -0.863 -4.720 0.899 0.101
H -1.382 -2.380 0.312 0.080
O -3.962 0.458 -0.753 -0.440
Cl -0.157 0.356 -3.203 0.872
O -1.375 1.262 -3.161 -0.665
O -0.083 -0.540 -1.872 -0.737
O -1.656 0.597 0.198 -0.632
Te 0.737 1.263 2.424 0.888
C 0.325 -0.241 3.850 -1.001
C 0.347 -1.610 3.797 -0.251
C 0.019 -2.234 5.037 -0.217
C -0.248 -1.337 6.024 -0.428
S -0.118 0.270 5.436 0.913
H 0.635 -2.163 2.917 0.077
H 0.002 -3.306 5.182 0.112
H -0.502 -1.536 7.053 0.071
C -7.368 -0.830 1.296 -0.103
C -7.837 0.289 2.222 -0.255
C -6.915 1.505 2.287 -0.192
C -5.510 1.219 2.803 -0.156
N -4.683 0.653 1.735 0.068
C -3.526 0.059 1.739 -0.334
S -2.899 -0.248 -0.028 0.866
N -2.767 -0.318 2.737 0.095
C -3.025 -0.179 4.174 -0.164
C -3.943 -1.268 4.733 -0.182
C -3.246 -2.581 5.077 -0.242
C -2.572 -3.266 3.893 -0.109
H -8.127 -1.608 1.221 0.073
H -6.452 -1.300 1.656 0.060
H -7.172 -0.457 0.288 0.080
H -7.970 -0.106 3.234 0.107
H -8.823 0.631 1.900 0.106
H -7.361 2.254 2.944 0.113
H -6.839 1.976 1.301 0.122
H -5.556 0.519 3.638 0.103
H -5.044 2.140 3.157 0.129
H -4.964 0.841 0.762 0.107
H -1.833 -0.623 2.484 0.092
H -3.441 0.810 4.354 0.117
H -2.053 -0.205 4.665 0.015
H -4.753 -1.457 4.019 0.102
H -4.412 -0.870 5.638 0.117
H -3.984 -3.256 5.518 0.107
H -2.499 -2.386 5.851 0.081
H -3.258 -3.373 3.049 0.079
H -2.225 -4.263 4.169 0.079
H -1.698 -2.710 3.553 0.026
```

Results
- Energy: -120182.32869 eV
- 2S+1: 5
- Kohn-Sham gap (spin up / spin down): 0.21868 / 0.24196 Eh
- Relative energy (zero: lowest compared OMol25 entry of this formula, charge and spin): 0.64 kcal/mol


Computed, not measured: a structure of composition C21H33IN5ORhSi, with ωB97M-V/def2-TZVPD.

The geometry in XYZ format:
```
63
Properties=species:S:1:pos:R:3:lowdin_charge:R:1
C -3.366 -1.700 -0.131 -0.163
I 0.921 -3.252 -1.679 0.278
H -2.883 -2.601 -0.521 0.041
H -3.989 -1.294 -0.929 0.051
H -3.920 -2.018 0.771 0.058
C 1.848 -1.450 3.340 -0.114
C 2.690 -2.130 2.538 -0.104
N 2.240 -1.937 1.249 -0.154
C 1.055 -1.259 1.214 -0.230
N 0.861 -0.911 2.538 -0.129
H 1.896 -1.323 4.402 0.093
H 3.578 -2.700 2.767 0.103
C -1.938 2.026 -2.402 -0.103
C -1.251 0.094 -1.427 -0.268
N -1.490 1.434 -1.244 -0.110
H -2.189 1.136 -4.407 0.101
N -1.510 -0.090 -2.767 -0.129
H -2.219 3.064 -2.473 0.098
Rh -0.289 -1.338 -0.343 0.557
C -2.250 -0.841 0.245 -0.611
O -2.321 -0.026 1.179 -0.169
C -1.933 1.081 -3.359 -0.095
C -1.294 -1.276 -3.554 -0.111
H -0.441 -1.127 -4.217 0.057
H -2.171 -1.452 -4.170 0.072
H -1.088 -2.139 -2.922 -0.068
C -1.333 2.311 -0.102 -0.049
H -2.255 2.892 0.006 0.084
H -0.504 3.004 -0.267 0.060
H -1.181 1.733 0.795 0.052
C -0.042 0.044 3.153 -0.047
H -0.258 -0.332 4.157 0.077
H -0.958 0.129 2.577 0.046
H 0.445 1.022 3.260 0.071
C 3.108 -2.330 0.146 -0.236
H 2.871 -1.758 -0.751 -0.016
H 2.971 -3.400 -0.018 -0.014
H 4.152 -2.152 0.423 0.070
C 4.121 1.054 1.182 -0.182
Si 2.902 2.019 0.133 0.347
C 1.725 2.957 1.246 -0.195
C 4.002 3.225 -0.797 -0.205
N 2.019 0.986 -0.946 -0.049
C 1.853 1.134 -2.248 -0.446
C 1.921 -0.017 -3.098 -0.098
C 1.752 0.085 -4.471 -0.162
C 1.531 1.341 -5.061 -0.182
C 1.475 2.478 -4.256 -0.164
C 1.615 2.393 -2.883 -0.088
H 5.034 1.653 1.306 0.008
H 4.397 0.109 0.701 0.007
H 3.730 0.830 2.181 0.011
H 2.278 3.361 2.106 0.014
H 1.261 3.805 0.723 0.014
H 0.923 2.319 1.629 -0.009
H 4.439 2.743 -1.680 0.030
H 3.465 4.116 -1.140 0.009
H 4.825 3.549 -0.149 0.003
H 2.100 -0.994 -2.636 -0.015
H 1.808 -0.827 -5.077 0.088
H 1.405 1.420 -6.150 0.063
H 1.315 3.448 -4.718 0.075
H 1.554 3.279 -2.261 0.079
```

Results
- Energy: -50792.13029 eV
- 2S+1: 5
- Kohn-Sham gap (spin up / spin down): 0.09334 / 0.18182 Eh
- Total charge: -2


Computed, not measured: the molecule C21H33N3O2, with ωB97M-V/def2-TZVPD.

The geometry in XYZ format:
```
59
Properties=species:S:1:pos:R:3:lowdin_charge:R:1
C -1.651 -6.875 -3.787 -0.114
C -1.605 -5.590 -4.606 -0.269
C -2.894 -4.771 -4.521 -0.195
C -3.214 -4.239 -3.120 -0.198
N -2.195 -3.360 -2.587 0.067
C -2.182 -2.044 -2.986 -0.527
O -3.109 -1.553 -3.604 0.056
N -1.060 -1.321 -2.659 -0.054
C -0.144 -1.640 -1.588 -0.152
C -0.567 -0.952 -0.286 -0.130
C -0.619 0.565 -0.485 -0.335
C -1.106 1.305 0.764 -0.161
C -0.128 1.261 1.938 -0.101
C 1.122 2.083 1.673 -0.455
O 1.305 2.694 0.636 0.053
N 2.037 2.091 2.675 -0.103
C 1.837 1.452 3.952 -0.041
C 3.217 2.931 2.546 -0.110
C 3.152 4.109 3.482 -0.216
C 2.110 5.020 3.360 -0.029
C 2.012 6.092 4.227 -0.079
C 2.958 6.267 5.225 -0.094
C 4.000 5.366 5.350 -0.087
C 4.094 4.289 4.484 -0.050
C -1.543 0.873 -1.667 -0.130
C -1.103 0.108 -2.914 -0.146
H -1.727 -6.664 -2.723 0.061
H -0.749 -7.460 -3.951 0.068
H -2.508 -7.478 -4.078 0.074
H -1.435 -5.847 -5.654 0.104
H -0.757 -4.979 -4.286 0.097
H -2.817 -3.915 -5.193 0.110
H -3.734 -5.385 -4.852 0.112
H -4.135 -3.654 -3.170 0.118
H -3.354 -5.060 -2.413 0.111
H -1.310 -3.804 -2.404 0.109
H -0.075 -2.717 -1.432 0.108
H 0.848 -1.277 -1.883 0.130
H 0.144 -1.219 0.498 0.109
H -1.555 -1.318 0.003 0.128
H 0.385 0.928 -0.726 0.137
H -1.268 2.351 0.497 0.119
H -2.063 0.884 1.082 0.121
H 0.157 0.231 2.158 0.107
H -0.616 1.665 2.829 0.122
H 1.618 0.389 3.832 0.089
H 2.749 1.551 4.537 0.091
H 1.021 1.915 4.515 0.097
H 4.112 2.330 2.741 0.128
H 3.237 3.274 1.507 0.127
H 1.379 4.883 2.576 0.116
H 1.199 6.796 4.124 0.103
H 2.884 7.106 5.901 0.100
H 4.742 5.499 6.124 0.101
H 4.912 3.588 4.586 0.109
H -1.534 1.942 -1.877 0.122
H -2.566 0.579 -1.420 0.127
H -1.805 0.276 -3.731 0.119
H -0.103 0.428 -3.222 0.128
```

Results
- Energy: -30879.71053 eV
- Kohn-Sham gap: 0.34404 Eh
- Relative energy (zero: lowest compared OMol25 entry of this formula, charge and spin): 2.66 kcal/mol
- SMILES: CCCCNC(=O)N1CCC(CCC(=O)N(C)Cc2ccccc2)CC1


Computed, not measured: a structure of composition C21H33N3O3, with ωB97M-V/def2-TZVPD.

The geometry in XYZ format:
```
60
Properties=species:S:1:pos:R:3:lowdin_charge:R:1
C 3.565 -2.480 -0.443 0.055
N 2.126 -1.875 -0.196 0.030
C 1.686 -1.901 1.175 -0.463
O 2.501 -2.306 1.940 0.081
C 0.306 -1.476 1.209 -0.073
H -0.061 -1.083 0.496 -0.003
C 0.723 -0.331 2.409 0.088
N -0.868 -0.093 2.934 0.050
C -1.912 -0.912 2.985 -0.494
O -2.957 -0.385 3.434 -0.003
C -1.731 -2.324 2.585 -0.072
H -2.413 -2.359 1.541 0.208
H -2.296 -2.860 2.917 -0.034
C -0.345 -2.663 2.150 -0.068
H -0.486 -3.573 1.300 0.180
H 0.344 -2.957 2.941 0.113
C -0.878 1.485 3.308 -0.221
H -1.758 1.449 3.965 0.131
C -1.108 2.350 2.352 -0.178
H -1.006 3.377 2.730 0.149
C -2.153 1.922 1.237 -0.096
N -1.769 2.587 0.118 -0.035
C -1.366 1.993 -0.931 -0.526
O -0.788 0.905 -0.960 0.035
C -1.657 2.777 -2.172 0.017
H -2.323 2.706 -2.850 0.026
C -1.707 4.422 -1.753 -0.003
H -0.859 4.796 -1.257 0.090
H -2.210 4.988 -2.223 -0.025
C -2.369 4.057 -0.264 0.020
H -3.564 3.923 -0.274 0.162
H -2.199 4.575 0.469 -0.011
H -0.530 2.965 -2.753 0.181
H -2.090 0.951 0.975 0.092
H -3.049 2.280 1.645 0.128
H -0.063 2.290 1.905 0.134
H -0.232 1.538 4.028 0.076
H 1.221 0.600 2.181 0.100
H 1.155 -0.803 3.350 0.134
C 1.630 -1.562 -1.267 -0.485
C 0.964 -2.410 -2.193 -0.330
C -0.073 -2.293 -2.916 -0.303
C -0.364 -3.194 -1.878 -0.078
H -0.887 -2.709 -1.093 0.065
H -0.616 -4.355 -1.963 0.149
H -0.837 -1.148 -2.993 0.201
H -0.417 -2.599 -4.073 0.169
H 1.566 -3.096 -2.713 0.148
C 2.315 -0.706 -2.208 -0.224
C 1.995 0.527 -2.819 -0.206
C 2.825 0.676 -1.720 -0.117
H 2.477 0.987 -0.753 0.109
H 3.690 1.085 -1.912 0.049
H 0.910 1.021 -2.654 0.123
H 2.225 1.070 -3.847 0.155
H 3.244 -1.105 -2.683 0.160
H 0.678 -0.833 -1.133 0.183
H 4.358 -1.813 -0.673 0.065
H 3.467 -3.240 -1.244 0.100
H 3.972 -2.856 0.532 0.092
```

Results
- Energy: -32903.58831 eV
- Kohn-Sham gap: 0.32947 Eh
- Relative energy (zero: lowest compared OMol25 entry of this formula, charge and spin): 550.86 kcal/mol


Computed, not measured: a structure of composition C21H33N4O4OsP2S2, with ωB97M-V/def2-TZVPD.

The geometry in XYZ format:
```
67
Properties=species:S:1:pos:R:3:lowdin_charge:R:1
Os -0.289 -0.103 1.190 1.556
C -2.502 2.804 -1.230 0.018
C -1.490 2.222 -0.296 -0.170
N -1.565 0.928 0.012 -0.168
N -2.696 0.280 -0.508 -0.055
C -2.776 -0.979 -0.272 -1.045
S -1.551 -1.903 0.584 0.640
S -4.197 -1.889 -0.662 1.004
C -4.893 -1.015 -2.135 -0.327
C -4.407 -1.830 -3.302 -0.338
C -5.192 -2.861 -3.798 -0.037
C -4.740 -3.635 -4.858 -0.049
C -3.492 -3.393 -5.405 -0.066
C -2.700 -2.369 -4.910 -0.072
C -3.151 -1.597 -3.850 -0.065
C -0.507 3.113 0.289 -0.098
C -0.371 4.418 -0.241 0.008
C 0.365 5.395 0.385 -0.025
C 0.960 5.113 1.618 -0.023
C 0.888 3.840 2.145 -0.037
C 0.219 2.814 1.460 -0.325
O 0.303 1.595 1.987 -0.263
H -3.416 2.227 -1.228 0.080
H -2.101 2.788 -2.248 0.128
H -2.727 3.832 -0.963 0.101
H -4.554 0.015 -2.118 0.073
H -5.973 -1.070 -2.008 0.094
H -6.171 -3.041 -3.371 0.123
H -5.362 -4.423 -5.261 0.118
H -3.135 -4.006 -6.221 0.114
H -1.734 -2.173 -5.357 0.105
H -2.542 -0.790 -3.457 0.103
H -0.856 4.661 -1.174 0.124
H 0.439 6.382 -0.047 0.128
H 1.471 5.895 2.165 0.130
H 1.276 3.615 3.132 0.133
C 2.616 -2.883 3.541 -0.144
P 0.950 -2.242 3.546 0.653
C 0.556 -1.676 5.193 -0.132
C -0.147 -3.585 3.130 -0.180
O 0.875 -1.050 2.541 -0.568
H 2.706 -3.691 4.268 0.083
H 3.316 -2.091 3.810 0.068
H 2.858 -3.269 2.551 0.069
H 0.982 -2.353 5.933 0.083
H -0.525 -1.641 5.329 0.078
H 0.967 -0.677 5.342 0.073
H 0.049 -4.423 3.800 0.088
H 0.023 -3.909 2.102 0.056
H -1.187 -3.278 3.246 0.059
N 3.800 2.519 1.300 0.163
C 3.547 1.037 1.351 -0.150
P 2.936 0.568 -0.344 0.484
O 3.363 1.748 -1.171 -0.326
O 1.508 0.113 -0.274 -0.419
C 3.966 -0.804 -1.068 -0.144
N 4.694 -0.231 -2.257 0.159
H 4.663 2.797 1.769 0.178
H 3.015 3.052 1.699 0.122
H 3.847 2.772 0.283 0.133
H 2.779 0.823 2.092 0.077
H 4.473 0.533 1.623 0.112
H 3.301 -1.595 -1.406 0.111
H 4.687 -1.226 -0.372 0.110
H 4.414 -0.673 -3.134 0.179
H 5.709 -0.311 -2.181 0.177
H 4.428 0.783 -2.287 0.127
```

Results
- Energy: -79155.70668 eV
- 2S+1: 5
- Kohn-Sham gap (spin up / spin down): 0.23291 / 0.15183 Eh
- Total charge: +3